[1]
Below is a structure of composition C19H13Cl5INO7Re in a non-equilibrium geometry, with properties calculated with wB97M-V/def2-TZVPD.

Values from the calculation:
**Lowest unoccupied orbital energy (spin up / spin down)**: -2.39 / -2.04 eV
**ΔE to the lowest compared entry with this formula, charge and spin**: 171.2 kJ/mol
**Largest force on an atom**: 3.57 eV/A
**Multiplicity**: 2
**E_tot**: -108579.1286 eV

Each line ends with the natural charge from an NBO analysis.
Element x y z (Å)
1 Re 0.288 0.821 0.516  1.6472
2 O 2.655 1.376 1.633  -0.7452
3 C 2.736 1.250 3.044  -0.0827
4 C 2.029 -0.046 3.423  -0.2340
5 N 0.636 -0.026 2.990  -0.4543
6 C 0.033 -1.343 2.950  -0.3531
7 C -1.217 -1.351 2.024  0.7858
8 O -2.145 -2.082 2.251  -0.5804
9 O -1.144 -0.541 1.025  -0.7232
10 C -0.154 0.952 3.723  -0.3552
11 C -0.113 2.361 3.047  0.7939
12 O -0.041 3.355 3.729  -0.5748
13 O -0.168 2.331 1.767  -0.7055
14 H 3.021 2.225 1.364  0.4933
15 H 2.269 2.114 3.532  0.1916
16 H 3.785 1.181 3.356  0.1910
17 H 2.106 -0.197 4.508  0.1988
18 H 2.538 -0.868 2.917  0.2294
19 H -0.277 -1.710 3.936  0.2135
20 H 0.740 -2.049 2.502  0.2502
21 H 0.180 1.068 4.760  0.2194
22 H -1.205 0.657 3.728  0.2437
23 Cl -3.212 0.507 -0.864  0.0975
24 C -2.093 1.582 -1.578  -0.0473
25 C -0.813 1.714 -1.051  -0.3292
26 C 0.031 2.637 -1.658  0.0390
27 Cl 1.578 2.646 -0.890  0.1391
28 C -0.317 3.434 -2.731  -0.1338
29 Cl 0.771 4.582 -3.378  0.0764
30 C -1.597 3.254 -3.270  -0.0584
31 Cl -2.069 4.180 -4.627  0.0870
32 C -2.473 2.330 -2.701  -0.0931
33 Cl -4.014 2.093 -3.396  0.0824
34 I -2.306 -4.156 -5.605  0.1400
35 C -1.141 -3.396 -4.011  -0.1151
36 C -0.015 -4.091 -3.602  -0.2578
37 C 0.729 -3.608 -2.541  -0.1602
38 C 0.358 -2.420 -1.919  -0.1043
39 C -0.765 -1.726 -2.356  -0.1810
40 C -1.525 -2.214 -3.402  -0.2449
41 C 1.110 -1.909 -0.723  0.7779
42 O 1.675 -2.654 0.051  -0.5885
43 O 1.115 -0.613 -0.607  -0.6942
44 H 0.273 -5.008 -4.093  0.2300
45 H 1.602 -4.138 -2.197  0.2335
46 H -1.046 -0.814 -1.854  0.2249
47 H -2.412 -1.688 -3.724  0.2306

---

[2]
Below is a cluster of 2 separate species, C19H13Cl6O5 in total in a non-equilibrium geometry, with properties calculated with wB97M-V/def2-TZVPD.

Values from the calculation:
**Lowest unoccupied orbital energy**: 2.43 eV
**ΔE to the lowest compared entry with this formula, charge and spin**: 35.8 kJ/mol
**Largest force on an atom**: 2.11 eV/A
**Charge**: -1
**E_tot**: -105287.5981 eV

Each line ends with the natural charge from an NBO analysis.
Element x y z (Å)
1 Cl 2.545 -0.756 1.849  0.0775
2 C 5.531 -4.268 3.529  -0.2147
3 Cl 4.762 -5.348 2.445  -0.0035
4 C 6.516 -3.333 2.948  0.4246
5 O 6.524 -2.975 1.763  -0.6680
6 C 7.387 -2.698 3.951  -0.2223
7 Cl 8.689 -1.788 3.344  0.0107
8 C 6.984 -2.615 5.274  -0.0625
9 Cl 7.940 -1.751 6.402  0.0127
10 C 5.729 -3.158 5.677  -0.2237
11 Cl 5.124 -2.857 7.242  -0.0019
12 C 4.954 -3.879 4.733  -0.0558
13 Cl 3.274 -4.119 5.037  0.0107
14 C 1.946 0.724 4.443  -0.6684
15 C 0.910 1.263 3.496  0.5436
16 C 0.151 2.311 4.299  -0.6266
17 O 1.516 1.935 2.360  -0.5145
18 C 1.523 1.427 1.105  0.7922
19 O 1.857 2.109 0.154  -0.5556
20 C 1.218 -0.053 0.982  -0.2697
21 C 1.119 -0.506 -0.483  -0.4711
22 C 2.307 -1.359 -0.836  0.0611
23 C 2.192 -2.750 -0.799  -0.2479
24 C 3.339 -3.527 -0.725  -0.2039
25 C 4.589 -2.941 -0.923  -0.1889
26 C 4.684 -1.567 -1.147  -0.2011
27 C 3.554 -0.763 -1.040  -0.2437
28 C 0.028 -0.378 1.881  0.8031
29 O -0.815 -1.181 1.554  -0.5456
30 O -0.036 0.274 3.069  -0.5137
31 H 2.543 -0.032 3.950  0.2486
32 H 2.592 1.546 4.774  0.2270
33 H 1.481 0.271 5.328  0.2300
34 H -0.621 2.765 3.685  0.2187
35 H -0.320 1.848 5.171  0.2265
36 H 0.839 3.085 4.648  0.2262
37 H 0.182 -1.063 -0.591  0.2478
38 H 1.127 0.420 -1.056  0.2525
39 H 1.193 -3.191 -0.754  0.2074
40 H 3.262 -4.589 -0.507  0.2171
41 H 5.497 -3.536 -0.883  0.2347
42 H 5.647 -1.108 -1.356  0.2140
43 H 3.607 0.322 -1.098  0.2161

---

[3]
Below is a structure of composition C19H13N4O2RuS5 in a non-equilibrium geometry, with properties calculated with wB97M-V/def2-TZVPD.

Values from the calculation:
**Lowest unoccupied orbital energy (spin up / spin down)**: -0.68 / -1.78 eV
**ΔE to the lowest compared entry with this formula, charge and spin**: 173.4 kJ/mol
**Largest force on an atom**: 1.56 eV/A
**Multiplicity**: 2
**E_tot**: -86728.1388 eV

Each line ends with the natural charge from an NBO analysis.
Element x y z (Å)
1 Ru -0.197 -0.398 0.844  0.7301
2 S -1.338 2.921 7.433  -0.0134
3 C -1.185 2.117 6.023  -0.5694
4 S -0.037 0.835 5.767  0.4818
5 C -0.432 0.507 4.095  -0.4289
6 C -1.447 1.273 3.555  -0.4044
7 S -2.030 1.113 1.977  -0.0615
8 S -2.161 2.457 4.620  0.4747
9 S 0.400 -0.712 3.268  0.0543
10 N 0.033 -2.008 -1.957  -0.5655
11 C 0.459 -2.803 -0.902  0.4232
12 C 1.412 -3.785 -1.184  -0.2634
13 C 1.860 -4.595 -0.167  -0.1205
14 C 1.332 -4.432 1.110  -0.2777
15 C 0.393 -3.445 1.300  0.0817
16 N -0.040 -2.634 0.323  -0.4700
17 C -0.890 -0.989 -2.005  0.4298
18 C -1.071 -0.324 -3.227  -0.2852
19 C -2.049 0.636 -3.328  -0.1175
20 C -2.854 0.899 -2.220  -0.2992
21 C -2.599 0.215 -1.056  0.0854
22 N -1.616 -0.693 -0.923  -0.4976
23 H 0.520 -2.174 -2.819  0.4076
24 H 1.802 -3.880 -2.189  0.2183
25 H 2.614 -5.345 -0.361  0.2261
26 H 1.659 -5.043 1.937  0.2320
27 H -0.051 -3.281 2.273  0.2212
28 H -0.447 -0.580 -4.074  0.2214
29 H -2.197 1.163 -4.261  0.2273
30 H -3.652 1.627 -2.260  0.2329
31 H -3.208 0.369 -0.177  0.2239
32 O 3.695 0.358 -0.833  -0.6457
33 C 2.532 0.352 -0.460  0.7501
34 O 1.879 -0.618 0.041  -0.7261
35 C 1.714 1.635 -0.641  0.1119
36 C 2.241 2.716 -1.329  -0.2139
37 C 1.435 3.817 -1.560  -0.1553
38 C 0.131 3.800 -1.083  -0.2540
39 C -0.310 2.690 -0.385  0.0473
40 N 0.469 1.628 -0.168  -0.4344
41 H 3.264 2.653 -1.669  0.2553
42 H 1.812 4.674 -2.103  0.2218
43 H -0.539 4.634 -1.238  0.2255
44 H -1.311 2.652 0.019  0.2197

---

[4]
Below is a structure of composition C19H13N4O3S2Tl in a non-equilibrium geometry, with properties calculated with wB97M-V/def2-TZVPD.

Values from the calculation:
**Lowest unoccupied orbital energy**: -0.61 eV
**ΔE to the lowest compared entry with this formula, charge and spin**: 0.0 kJ/mol
**Largest force on an atom**: 3.43 eV/A
**E_tot**: -58379.8572 eV

Each line ends with the natural charge from an NBO analysis.
Element x y z (Å)
1 Tl 1.885 -2.770 1.051  0.8852
2 N -2.319 -1.103 0.193  -0.5906
3 C -2.815 -0.491 1.317  0.1409
4 C -3.432 0.814 1.223  -0.2117
5 C -3.899 1.412 2.360  -0.2128
6 C -3.707 0.847 3.615  -0.2115
7 C -3.100 -0.392 3.718  -0.1934
8 C -2.569 -1.010 2.572  -0.2391
9 S -1.606 -2.450 2.758  0.5070
10 N -1.171 -2.871 1.228  -0.6801
11 C -1.555 -2.196 0.168  0.4275
12 C -1.028 -2.611 -1.171  0.1890
13 C -1.417 -1.874 -2.373  -0.2395
14 C -0.548 -1.841 -3.455  -0.1653
15 C 0.532 -2.743 -3.457  -0.2459
16 C 0.658 -3.571 -2.370  0.0303
17 N -0.023 -3.485 -1.232  -0.4224
18 H -2.317 -0.548 -0.640  0.4075
19 H -3.440 1.271 0.205  0.2092
20 H -4.317 2.422 2.287  0.2200
21 H -4.115 1.349 4.463  0.2204
22 H -2.921 -0.903 4.666  0.2221
23 H -2.355 -1.321 -2.361  0.2118
24 H -0.638 -1.228 -4.342  0.2290
25 H 1.255 -2.846 -4.338  0.2360
26 H 1.393 -4.374 -2.376  0.1961
27 O 5.020 0.770 1.613  -0.9249
28 S 3.619 1.093 1.759  2.2978
29 O 3.167 1.711 2.993  -0.9234
30 N 2.615 -0.111 1.343  -0.9840
31 C 1.723 0.219 0.319  0.6584
32 O 0.898 -0.629 -0.091  -0.7487
33 C 2.026 1.524 -0.318  -0.1532
34 C 1.522 2.085 -1.510  -0.1762
35 C 2.224 3.147 -2.079  -0.2051
36 C 3.306 3.772 -1.444  -0.2096
37 C 3.672 3.259 -0.194  -0.1723
38 C 3.125 2.048 0.303  -0.2779
39 H 0.693 1.565 -2.057  0.2258
40 H 1.896 3.490 -3.037  0.2114
41 H 3.637 4.788 -1.762  0.2299
42 H 4.423 3.783 0.452  0.2322

---

[5]
Below is a structure of composition C19H13N4Sn, with properties calculated with wB97M-V/def2-TZVPD.

Values from the calculation:
**Lowest unoccupied orbital energy**: -13.08 eV
**ΔE to the lowest compared entry with this formula, charge and spin**: 0.0 kJ/mol
**Largest force on an atom**: 0.36 eV/A
**Charge**: +3
**E_tot**: -31677.2167 eV

Each line ends with the natural charge from an NBO analysis.
Element x y z (Å)
1 Sn 0.065 -0.468 0.229  1.4630
2 C 4.354 -0.567 -1.566  -0.2255
3 C 3.253 -0.910 -0.783  0.1496
4 N 2.379 -0.017 -0.305  -0.5741
5 C 2.531 1.276 -0.631  0.3086
6 C 3.599 1.710 -1.442  -0.1800
7 C 4.526 0.751 -1.912  -0.0067
8 C 3.744 3.086 -1.696  0.0943
9 C 2.862 4.036 -1.163  -0.2148
10 C 1.835 3.644 -0.348  -0.0535
11 C 1.602 2.259 -0.056  0.1088
12 N 0.670 1.743 0.730  -0.4048
13 C -0.142 2.248 1.699  0.0619
14 C -0.467 3.597 1.944  -0.0732
15 C -1.218 3.967 3.046  -0.2082
16 C -1.638 3.014 3.959  0.0300
17 C -1.356 1.642 3.769  -0.1510
18 C -1.743 0.649 4.701  -0.0219
19 C -1.423 -0.664 4.463  -0.2312
20 C -0.750 -0.981 3.284  0.1443
21 N -0.355 -0.061 2.404  -0.6290
22 C -0.637 1.249 2.628  0.3033
23 H 5.038 -1.338 -1.892  0.2861
24 H 3.071 -1.949 -0.529  0.2425
25 H 5.361 1.064 -2.527  0.2702
26 H 4.578 3.422 -2.304  0.2699
27 H 3.008 5.084 -1.389  0.2837
28 H 1.180 4.403 0.043  0.2406
29 H -0.161 4.373 1.263  0.2373
30 H -1.462 5.009 3.203  0.2788
31 H -2.189 3.319 4.841  0.2667
32 H -2.284 0.936 5.594  0.2705
33 H -1.692 -1.453 5.151  0.2850
34 H -0.525 -2.015 3.046  0.2417
35 N -3.560 0.717 -0.382  -0.5616
36 C -2.488 0.565 0.002  0.2028
37 H -4.511 0.821 -0.704  0.4958

---

[6]
Below is a structure of composition C19H14BrIrN6O7, with properties calculated with wB97M-V/def2-TZVPD.

Values from the calculation:
**Lowest unoccupied orbital energy (spin up / spin down)**: 2.33 / 0.21 eV
**ΔE to the lowest compared entry with this formula, charge and spin**: 0.3 kJ/mol
**Largest force on an atom**: 0.46 eV/A
**Charge**: -1
**Multiplicity**: 2
**E_tot**: -116089.3830 eV

Each line ends with the natural charge from an NBO analysis.
Element x y z (Å)
1 Ir 0.786 1.082 -0.477  1.5171
2 N 1.951 1.072 -2.169  -0.7315
3 C 1.176 1.745 -3.233  -0.3298
4 C 0.389 2.897 -2.624  0.6518
5 O 0.166 3.924 -3.229  -0.5882
6 N 0.003 2.640 -1.327  -0.5079
7 C -0.072 3.758 -0.412  -0.3676
8 C 1.226 3.709 0.429  0.7796
9 O 1.600 4.650 1.085  -0.6161
10 O 1.883 2.576 0.291  -0.6727
11 H 2.836 1.536 -1.984  0.4031
12 H 2.082 0.083 -2.407  0.4591
13 H 0.492 1.005 -3.648  0.2492
14 H 1.809 2.131 -4.029  0.2202
15 H -0.916 3.643 0.269  0.2379
16 H -0.144 4.708 -0.936  0.2415
17 O 2.341 -2.203 1.446  -0.6056
18 C 2.060 -1.027 1.340  0.7722
19 O 1.955 -0.426 0.181  -0.7338
20 C 1.831 -0.196 2.579  0.0835
21 C 1.017 -0.692 3.590  -0.2230
22 C 0.759 0.123 4.677  -0.1732
23 C 1.348 1.378 4.725  -0.2654
24 C 2.180 1.760 3.683  0.0370
25 N 2.418 0.994 2.623  -0.3951
26 H 0.580 -1.676 3.494  0.2351
27 H 0.096 -0.208 5.466  0.2136
28 H 1.164 2.054 5.550  0.2110
29 H 2.659 2.733 3.682  0.1980
30 Br -4.177 -5.955 -1.989  0.0293
31 C -2.942 -4.511 -1.986  -0.0616
32 C -3.154 -3.440 -1.136  -0.2497
33 C -2.244 -2.393 -1.148  -0.1548
34 C -1.140 -2.425 -1.992  -0.1072
35 C -0.946 -3.515 -2.833  -0.1663
36 C -1.848 -4.566 -2.836  -0.2619
37 C -0.140 -1.305 -2.002  0.7930
38 O 0.843 -1.344 -2.736  -0.6925
39 O -0.451 -0.340 -1.193  -0.7037
40 H -4.004 -3.409 -0.469  0.2459
41 H -2.397 -1.553 -0.487  0.2472
42 H -0.076 -3.528 -3.476  0.2334
43 H -1.704 -5.419 -3.484  0.2209
44 N -0.507 1.098 1.088  -0.6080
45 C -1.312 0.582 1.755  0.6582
46 N -2.125 -0.003 2.546  -0.6802
47 C -3.200 -0.599 2.050  0.4459
48 N -4.152 -1.151 1.691  -0.4880